# 1
{
  "formula": "C10H34IO12",
  "method": "ωB97M-V with the def2-TZVPD basis set",
  "total_charge": -1,
  "lumo_energy_ev": 0.54,
  "multiplicity": 1,
  "de_lowest_ev": 9.801,
  "homo_energy_ha": -0.1347,
  "homo_lumo_gap_ev": 4.20,
  "symbols": ["O", "H", "H", "H", "I", "O", "H", "C", "C", "O", "O", "H", "H", "H", "H", "H", "H", "C", "C", "O", "O", "H", "H", "H", "H", "H", "H", "C", "C", "O", "O", "H", "H", "H", "H", "H", "H", "C", "C", "O", "O", "H", "H", "H", "H", "H", "H", "C", "C", "O", "O", "H", "H", "H", "H", "H", "H"],
  "positions_angstrom": [[-0.0982, 1.5755, -1.0401], [-0.6411, 2.3458, -0.8572], [-0.0303, 1.4816, -1.9930], [0.7890, 1.6607, -0.6833], [-4.9436, 5.6712, -0.1992], [0.8854, 1.6731, -5.0968], [1.7735, 1.2695, -5.0434], [1.6601, -4.2995, -2.4535], [1.6869, -5.8571, -2.4198], [0.4641, -6.4142, -2.7978], [1.7718, -3.8050, -3.7724], [2.4585, -3.8862, -1.8372], [0.7040, -3.9667, -2.0496], [1.7737, -6.1931, -1.3865], [2.4751, -6.3674, -2.9733], [-0.0633, -6.6294, -2.0250], [1.3083, -2.9831, -3.9492], [5.4653, -0.6300, 3.0084], [6.9179, -0.9655, 2.6486], [7.7062, 0.2174, 2.8087], [4.8729, 0.2232, 1.9703], [5.4966, -0.0808, 3.9494], [4.9178, -1.5384, 3.2595], [6.9756, -1.3839, 1.6437], [7.2605, -1.5852, 3.4773], [8.4491, 0.1168, 3.4083], [5.3579, 1.0492, 1.9060], [-6.2387, -2.4403, -3.6466], [-5.5971, -1.0921, -3.5499], [-6.0950, -0.2559, -4.6340], [-7.6291, -2.3806, -3.8199], [-5.8808, -3.2571, -3.0198], [-6.0079, -2.7324, -4.6710], [-4.5217, -1.2684, -3.5739], [-5.9301, -0.6626, -2.6051], [-7.0069, -0.5450, -4.7147], [-8.0964, -2.8202, -3.1058], [1.7566, 8.3955, 1.7269], [2.2979, 6.9543, 1.9647], [3.3223, 6.6424, 1.0615], [0.5618, 8.8146, 2.3882], [1.7472, 8.5801, 0.6527], [2.6213, 8.9997, 2.0015], [1.4529, 6.2659, 1.9638], [2.6286, 6.6829, 2.9673], [4.1313, 7.0163, 1.4183], [-0.1542, 8.3386, 1.9612], [-3.6081, -2.5910, 3.2237], [-3.3263, -1.1010, 3.1979], [-2.0754, -0.6200, 3.5172], [-3.0463, -3.2786, 2.1989], [-4.6955, -2.6559, 3.1867], [-3.4108, -2.9615, 4.2297], [-4.1774, -0.5833, 3.6403], [-3.4540, -0.7067, 2.1898], [-1.6895, -1.2247, 4.1552], [-3.2723, -4.2116, 2.1924]]
}



# 2
{
  "formula": "C10H34N8O7",
  "method": "ωB97M-V with the def2-TZVPD basis set",
  "total_charge": 0,
  "lumo_energy_ev": -0.47,
  "multiplicity": 1,
  "de_lowest_ev": 14.735,
  "homo_energy_ha": -0.2969,
  "homo_lumo_gap_ev": 7.61,
  "symbols": ["C", "C", "O", "H", "H", "H", "H", "H", "H", "C", "C", "O", "H", "H", "H", "H", "H", "H", "C", "C", "O", "H", "H", "H", "H", "H", "H", "C", "O", "N", "N", "H", "H", "H", "H", "C", "O", "N", "N", "H", "H", "H", "H", "C", "O", "N", "N", "H", "H", "H", "H", "C", "O", "N", "N", "H", "H", "H", "H"],
  "positions_angstrom": [[3.3341, 1.2097, 0.3189], [2.2784, 1.8881, 1.1918], [1.9858, 0.9983, 2.2947], [4.0383, 0.6332, 0.9187], [3.8528, 1.8600, -0.3856], [2.8946, 0.4747, -0.3554], [1.4833, 2.2914, 0.5648], [2.7506, 2.7610, 1.6426], [1.7884, 1.4701, 3.1072], [1.1273, -1.9282, 2.5491], [2.0345, -2.3889, 3.6841], [2.5681, -1.3013, 4.4001], [0.2301, -1.4382, 2.9273], [0.9071, -2.8256, 1.9710], [1.5602, -1.2214, 1.8413], [2.9258, -2.9159, 3.3436], [1.5557, -3.1329, 4.3207], [2.9549, -1.6718, 5.1968], [-2.8375, 1.1923, -2.1402], [-3.6874, 0.9285, -0.8211], [-3.6564, -0.4471, -0.5493], [-2.8271, 2.2586, -2.3664], [-3.2780, 0.6968, -3.0054], [-1.7787, 0.9398, -2.0827], [-4.7234, 1.2229, -0.9887], [-3.3303, 1.5622, -0.0093], [-4.5451, -0.7072, -0.8024], [0.3236, -0.6995, -3.8514], [0.4545, -0.4805, -5.0514], [-0.6914, -1.1735, -3.1532], [1.2889, -0.4161, -3.0102], [-1.5834, -1.2671, -3.6176], [-0.6031, -1.3885, -2.1703], [2.1649, -0.0371, -3.3404], [1.0861, -0.5832, -2.0350], [-0.7218, 3.7763, -0.3452], [-0.3107, 4.7887, -0.8998], [-0.6676, 3.4216, 0.9074], [-1.2576, 2.8011, -0.9430], [-0.1740, 3.9749, 1.5931], [-0.7226, 2.4268, 1.0732], [-1.3783, 1.8786, -0.5501], [-1.4538, 2.9699, -1.9193], [-0.8398, 0.4877, 0.5461], [-1.3204, 1.4141, 1.2011], [0.4287, 0.1129, 0.5900], [-1.4617, -0.2043, -0.3376], [0.5292, -0.7862, 0.1409], [1.0975, 0.5551, 1.2041], [-2.4117, -0.0574, -0.6475], [-0.9538, -0.8909, -0.8768], [0.0088, -2.4437, -0.4942], [0.0372, -1.4983, -1.2418], [-0.4031, -2.3821, 0.7225], [0.3560, -3.6726, -0.7634], [-1.0447, -1.6168, 0.8734], [-0.4661, -3.2113, 1.2957], [0.2093, -4.3726, -0.0503], [0.8745, -3.8352, -1.6148]]
}



# 3
{
  "formula": "C10H35N12NiO11",
  "method": "ωB97M-V with the def2-TZVPD basis set",
  "total_charge": 1,
  "lumo_energy_ev": [-5.19, -6.34],
  "multiplicity": 3,
  "de_lowest_ev": 3.448,
  "s2": 2.0027,
  "homo_energy_ha": [-0.4275, -0.4275],
  "homo_lumo_gap_ev": [6.44, 5.29],
  "symbols": ["Ni", "O", "C", "O", "O", "H", "C", "O", "H", "H", "H", "H", "C", "O", "N", "N", "H", "H", "H", "H", "C", "O", "N", "N", "H", "H", "H", "H", "C", "O", "N", "N", "H", "H", "H", "H", "C", "O", "N", "N", "H", "H", "H", "H", "C", "O", "N", "N", "H", "H", "H", "H", "C", "O", "N", "N", "H", "H", "H", "H", "C", "C", "O", "H", "H", "H", "H", "H", "H"],
  "positions_angstrom": [[19.1004, -1.3642, 4.6241], [17.8505, -4.7806, 2.7872], [17.8925, -4.3339, 4.0594], [17.4176, -5.1574, 4.9032], [18.2485, -3.1890, 4.2786], [17.9985, -3.8389, 2.6741], [20.5990, -4.8956, 1.2658], [19.7383, -4.5761, 0.1381], [21.6275, -4.9239, 0.9060], [20.6232, -4.1056, 2.0165], [20.3743, -5.8576, 1.7264], [18.8322, -4.7380, 0.4109], [21.8909, -2.8075, 5.6078], [20.8343, -2.2365, 5.2274], [22.9517, -2.2291, 5.9735], [22.0356, -4.0686, 5.6728], [23.8249, -2.7348, 5.9291], [22.8949, -1.2252, 6.0684], [22.7191, -4.5428, 6.2456], [21.2306, -4.6505, 5.4901], [20.1178, -1.3403, 1.6071], [19.6623, -1.1613, 2.7489], [21.3282, -1.6857, 1.3818], [19.4194, -1.2655, 0.5085], [21.9871, -1.6443, 2.1462], [21.5932, -1.7697, 0.4108], [18.4481, -1.0166, 0.6299], [19.7319, -1.5796, -0.3991], [15.1442, -2.1251, 6.9243], [15.2904, -0.9939, 7.4768], [15.9484, -2.8290, 6.2277], [14.0053, -2.7485, 6.7516], [16.9364, -2.6300, 6.2929], [15.6024, -3.7508, 6.0023], [13.8820, -3.5494, 6.1487], [13.2831, -2.1669, 7.1520], [14.4518, -2.6070, 2.0966], [14.6412, -1.4460, 1.9428], [13.9876, -3.4299, 1.1800], [14.9208, -3.2576, 3.1363], [13.7224, -4.3899, 1.3476], [13.6184, -3.1111, 0.2956], [15.4115, -2.7323, 3.8457], [14.7394, -4.2446, 3.2502], [20.1729, -7.7299, 6.1117], [20.7575, -6.7033, 6.4235], [19.3500, -7.8392, 5.1342], [20.3519, -8.8673, 6.8127], [19.0459, -7.0258, 4.6184], [18.9404, -8.7608, 5.0797], [21.1088, -8.9466, 7.4768], [19.9375, -9.7445, 6.5318], [16.2374, -8.1644, 2.4440], [15.8304, -9.0672, 1.8388], [16.4675, -8.0982, 3.7548], [16.6051, -7.1208, 1.7907], [16.9364, -7.2953, 4.1491], [16.1784, -8.9190, 4.2675], [16.3717, -7.1500, 0.8085], [17.0072, -6.2630, 2.1409], [13.2814, -6.9799, 7.2546], [14.2121, -6.3165, 6.1920], [15.4416, -5.7736, 6.6893], [12.2500, -6.9051, 6.9099], [13.2753, -6.4510, 8.2076], [13.3826, -8.0652, 7.2415], [13.6788, -5.5440, 5.6379], [14.3496, -7.0629, 5.4097], [16.0135, -5.4891, 5.9727]]
}



# 4
{
  "formula": "C10H35NO7",
  "method": "ωB97M-V with the def2-TZVPD basis set",
  "total_charge": 1,
  "lumo_energy_ev": [-2.95, -8.84],
  "multiplicity": 2,
  "de_lowest_ev": 0.000,
  "s2": 0.7542,
  "homo_energy_ha": [-0.4542, -0.4542],
  "homo_lumo_gap_ev": [9.41, 3.52],
  "symbols": ["C", "C", "C", "O", "C", "N", "H", "H", "H", "H", "H", "H", "H", "H", "H", "H", "H", "C", "O", "H", "H", "H", "H", "C", "O", "H", "H", "H", "H", "C", "O", "H", "H", "H", "H", "C", "O", "H", "H", "H", "H", "C", "O", "H", "H", "H", "H", "C", "O", "H", "H", "H", "H"],
  "positions_angstrom": [[-28.5690, 27.4648, 3.4410], [-28.7783, 27.6108, 1.9060], [-29.9501, 28.4978, 1.4623], [-29.7007, 29.8277, 1.9827], [-30.9448, 30.5414, 2.2928], [-27.6188, 28.2462, 1.3287], [-29.4945, 27.2779, 3.9857], [-28.0870, 28.3559, 3.8432], [-27.8816, 26.6386, 3.6223], [-28.8624, 26.6841, 1.3383], [-30.9089, 28.1055, 1.8015], [-29.8601, 28.4442, 0.3773], [-31.6272, 29.9712, 2.9232], [-31.4887, 30.8821, 1.4118], [-30.7032, 31.4485, 2.8468], [-26.8028, 27.6903, 1.5412], [-27.5028, 29.1395, 1.7855], [-32.7661, 24.5312, 3.3861], [-33.9079, 23.8739, 3.7287], [-32.5349, 25.3557, 4.0605], [-31.8518, 23.9381, 3.3715], [-32.9528, 24.7883, 2.3434], [-33.7476, 23.4707, 4.5850], [-35.9779, 29.4529, 5.8223], [-35.3234, 28.3541, 5.1880], [-35.2944, 30.1409, 6.3200], [-36.5097, 29.9075, 4.9864], [-36.6477, 28.9637, 6.5295], [-36.0976, 27.9088, 4.8360], [-34.3579, 26.8909, 1.6092], [-35.1686, 26.1065, 0.6784], [-34.3405, 27.9654, 1.4268], [-34.5114, 26.6621, 2.6638], [-33.3101, 26.7443, 1.3471], [-36.0951, 26.2959, 0.8435], [-31.9825, 28.7359, 5.5476], [-32.7016, 28.1020, 4.6303], [-32.4572, 28.5003, 6.5001], [-30.9883, 28.3086, 5.6782], [-31.9378, 29.8229, 5.4815], [-33.6430, 28.2095, 4.7846], [-28.3857, 30.7448, 4.9695], [-27.9023, 30.8713, 3.6595], [-29.4304, 30.4349, 4.9397], [-27.7254, 30.0316, 5.4630], [-28.2898, 31.6700, 5.5376], [-28.5224, 30.5355, 3.0080], [-30.7800, 25.7885, 7.4519], [-29.7676, 25.2917, 8.4539], [-31.5117, 25.1122, 7.0098], [-31.2651, 26.6822, 7.8443], [-30.2118, 26.0586, 6.5617], [-28.9217, 25.1499, 8.0228]]
}